Entry 1:
10
Properties=species:S:1:pos:R:3:forces:R:3:nbo_charge:R:1 method="wB97M-V/def2-TZVPD" homo_lumo_gap_ev=10.62 de_lowest_ev=0.352 charge=0 smiles="NNC(N)=O" energy_ev=-7635.286 spin_multiplicity=1
N 1.468 -0.302 -0.591 -0.5 2.5 0.9 -0.660
N 0.708 0.145 0.503 2.4 0.6 0.6 -0.490
C -0.588 0.426 0.717 -2.6 -1.7 0.7 0.763
N -1.428 0.103 -0.377 2.1 2.0 1.4 -0.848
O -0.937 0.725 1.859 -0.1 0.3 -1.5 -0.645
H 1.467 0.386 -1.349 -0.1 -0.9 0.1 0.369
H 1.251 -1.237 -0.742 -0.3 -1.6 -1.2 0.361
H 1.255 0.363 1.325 0.0 0.0 -0.2 0.391
H -0.878 -0.334 -1.046 0.7 -0.9 -1.7 0.360
H -2.320 -0.274 -0.299 -1.6 -0.3 0.8 0.398

Entry 2:
36
Properties=species:S:1:pos:R:3:forces:R:3:nbo_charge:R:1 method="wB97M-V/def2-TZVPD" homo_lumo_gap_ev=7.15 de_lowest_ev=0.000 charge=+1 smiles="COc1ccc2c(c1)[C@@H](C1SCCCS1)C(C)=[NH+]2" energy_ev=-40010.217 spin_multiplicity=1
C 4.570 -0.052 -1.974 -0.2 0.1 0.0 -0.258
O 3.971 1.245 -1.967 -0.8 0.0 0.4 -0.481
C 2.652 1.397 -1.669 0.0 0.1 -0.1 0.350
C 2.227 2.741 -1.859 -0.9 -1.5 0.1 -0.222
C 0.859 2.992 -1.794 0.3 0.5 -0.1 -0.217
C -0.012 1.942 -1.497 0.8 0.0 0.2 0.124
C 0.387 0.640 -1.159 0.4 1.0 0.2 -0.039
C 1.750 0.363 -1.245 1.1 -0.7 0.5 -0.274
C -0.872 -0.150 -0.816 1.9 -3.2 -0.8 -0.295
C -1.127 -1.011 0.695 -2.3 1.4 -2.3 -0.494
S -0.120 -2.365 1.121 1.6 -1.4 -0.1 0.233
C -0.676 -2.975 2.787 -0.1 -0.4 0.1 -0.491
C -0.693 -1.945 3.898 -0.2 0.0 -0.7 -0.438
C -1.690 -0.864 3.535 -0.6 0.3 0.4 -0.507
S -1.411 0.117 1.993 0.0 1.4 1.3 0.221
C -1.930 0.772 -1.296 -0.7 1.9 1.0 0.444
C -3.371 0.481 -1.432 -0.5 -0.6 -0.1 -0.703
N -1.421 1.971 -1.541 0.0 -1.1 0.2 -0.436
H 5.636 0.151 -2.180 -0.6 -0.4 0.2 0.221
H 4.423 -0.509 -0.980 0.3 -0.1 -0.5 0.184
H 4.106 -0.651 -2.784 0.4 0.1 0.5 0.190
H 2.983 3.466 -2.144 -0.3 0.0 0.1 0.255
H 0.510 4.015 -1.991 -0.1 -0.6 0.1 0.237
H 2.150 -0.638 -0.919 -0.5 1.2 -0.6 0.249
H -0.937 -1.136 -1.471 0.2 2.0 0.9 0.300
H -2.074 -1.356 0.286 -0.4 -0.5 0.7 0.193
H 0.079 -3.755 3.000 -0.3 0.3 -0.3 0.254
H -1.673 -3.465 2.777 0.6 0.2 -0.5 0.221
H -1.066 -2.442 4.792 0.0 0.0 0.1 0.233
H 0.290 -1.568 4.135 0.3 0.3 -0.2 0.226
H -2.699 -1.329 3.547 0.4 0.5 -0.3 0.218
H -1.678 -0.072 4.308 -0.1 -0.3 -0.5 0.252
H -3.471 -0.607 -1.547 -0.2 0.3 0.1 0.254
H -3.948 0.796 -0.546 0.3 -0.1 -0.2 0.282
H -3.823 0.950 -2.320 0.3 0.0 0.3 0.264
H -1.902 2.852 -1.741 -0.3 -0.8 -0.2 0.450

Entry 3:
17
Properties=species:S:1:pos:R:3:forces:R:3:nbo_charge:R:1 method="wB97M-V/def2-TZVPD" homo_lumo_gap_ev=8.28 de_lowest_ev=5.548 charge=0 energy_ev=-10447.695 spin_multiplicity=1
C 2.774 0.241 -0.205 0.2 0.0 -0.1 -0.265
O 1.530 -0.098 0.418 -0.3 0.0 -0.1 -0.439
C 0.480 -0.247 -0.320 0.0 -0.1 0.3 0.419
C -0.801 -0.529 0.400 0.1 0.0 -0.2 -0.023
O -0.970 0.246 1.461 0.0 0.0 0.1 -0.780
C -2.074 -0.631 -0.499 0.1 -0.3 -0.1 -0.080
O -2.823 0.537 -0.349 0.0 0.1 0.1 -0.726
H 3.447 0.493 0.613 -0.1 -0.1 -0.2 0.221
H 2.628 1.114 -0.847 0.0 -0.1 0.1 0.200
H 3.165 -0.607 -0.775 -0.1 0.1 0.1 0.196
H -0.025 1.663 -0.211 -0.1 0.0 0.0 -0.104
H 0.649 -0.458 -1.388 -0.1 0.1 0.2 0.182
H -0.527 -1.594 0.660 0.0 0.0 0.0 0.235
H -0.378 1.507 0.501 0.0 0.0 -0.1 0.153
H -2.642 -1.514 -0.159 0.1 0.2 -0.1 0.159
H -1.847 -0.780 -1.564 0.1 0.0 0.2 0.159
H -2.595 0.812 0.564 0.0 0.1 -0.1 0.494

Entry 4:
93
Properties=species:S:1:pos:R:3:forces:R:3:lowdin_charge:R:1 method="wB97M-V/def2-TZVPD" homo_lumo_gap_ev=5.57 de_lowest_ev=0.998 charge=+1 energy_ev=-150033.343 spin_multiplicity=1
W -0.595 -1.368 -1.662 1.2 -1.0 0.8 1.955
O 1.509 -2.760 -2.401 -0.2 -0.1 0.0 -0.144
C 1.817 -4.031 -1.798 -0.1 0.1 -0.1 -0.154
C 0.558 -4.761 -1.378 0.0 0.1 0.0 -0.132
N -0.238 -3.902 -0.492 -0.1 -0.1 0.2 -0.185
C 0.478 -3.558 0.722 -0.2 0.1 -0.1 -0.053
C 1.319 -2.320 0.525 -0.3 0.1 -0.2 -0.486
O 2.333 -2.066 1.078 0.0 -0.3 0.2 0.156
O 0.754 -1.432 -0.369 -0.1 0.6 0.0 -0.240
C -1.612 -4.340 -0.292 0.2 0.2 0.0 -0.051
C -2.622 -3.259 -0.651 0.4 -0.2 -0.1 -0.468
O -3.760 -3.413 -0.884 -0.3 0.3 0.1 0.218
O -2.010 -1.980 -0.653 -0.3 0.6 -0.3 -0.257
H 1.397 -2.958 -3.358 0.1 0.1 -0.1 0.036
H 2.475 -3.839 -0.955 0.1 0.0 0.0 0.123
H 2.370 -4.640 -2.511 0.0 0.0 0.0 0.147
H 0.834 -5.701 -0.888 0.0 0.0 0.0 0.145
H -0.039 -4.991 -2.255 -0.1 0.0 0.0 0.121
H 1.136 -4.350 1.080 0.0 -0.1 0.0 0.156
H -0.228 -3.316 1.521 0.0 0.0 0.0 0.126
H -1.803 -4.620 0.746 -0.1 -0.1 0.1 0.149
H -1.852 -5.197 -0.915 0.0 0.0 0.0 0.152
C 0.652 3.440 -0.501 0.1 -0.1 -0.1 -0.292
Sb -0.655 1.942 0.305 -0.1 0.3 0.2 1.543
C -0.761 0.678 -1.647 0.1 -1.2 -0.5 -0.523
C 0.269 1.294 -2.609 -0.2 0.0 0.2 -0.454
C 1.562 0.787 -2.726 0.1 -0.1 0.2 -0.090
C 2.445 1.365 -3.612 0.1 0.1 -0.1 -0.034
C 2.027 2.451 -4.364 0.0 0.0 -0.1 -0.037
C 0.730 2.898 -4.183 -0.1 0.0 0.1 -0.102
N -0.122 2.336 -3.323 -0.2 0.1 -0.2 0.089
Si -2.664 1.045 -2.141 -0.4 -0.5 0.0 0.430
C -3.735 0.849 -0.629 0.0 0.0 0.3 -0.207
C -3.091 2.624 -2.992 0.3 0.5 0.1 -0.168
C -3.257 -0.307 -3.287 0.0 0.0 -0.3 -0.181
C 0.611 1.216 1.950 -0.4 -0.3 0.1 -0.508
C -0.087 -0.069 2.345 0.3 0.1 0.1 -0.448
C 0.282 -0.861 3.448 0.1 0.1 0.0 -0.037
C -0.582 -1.832 3.915 0.0 0.0 0.0 -0.043
C -1.811 -2.015 3.283 0.0 0.0 0.0 -0.061
C -2.055 -1.271 2.148 -0.1 -0.1 0.0 -0.149
N -1.199 -0.369 1.664 -0.2 0.1 0.0 0.016
Si -0.058 2.420 3.368 0.1 -0.1 -0.1 0.425
C 0.931 2.240 4.932 0.2 0.0 0.2 -0.159
C -0.049 4.221 2.867 0.0 0.1 -0.2 -0.184
C -1.826 1.978 3.759 -0.2 -0.1 0.0 -0.167
Si 2.526 1.274 1.853 -0.1 -0.1 -0.2 0.455
C 3.344 0.243 3.173 0.0 -0.2 0.2 -0.167
C 3.190 0.669 0.223 0.0 -0.1 -0.3 -0.155
C 3.180 3.008 2.063 0.0 0.2 0.1 -0.167
H 0.147 3.874 -1.360 0.0 0.0 0.0 0.004
H 1.624 3.068 -0.805 0.1 0.0 0.0 0.002
H 0.767 4.206 0.263 0.0 0.0 0.1 -0.006
H 1.893 -0.058 -2.141 0.0 -0.1 0.1 0.080
H 3.449 0.973 -3.713 0.0 0.0 0.0 0.123
H 2.686 2.935 -5.073 0.0 0.0 0.0 0.112
H 0.350 3.747 -4.741 0.0 0.0 0.0 0.118
H -3.733 1.728 0.015 0.0 0.0 0.0 0.014
H -3.447 -0.011 -0.021 -0.1 0.1 0.0 -0.001
H -4.760 0.683 -0.976 0.1 0.0 0.0 0.053
H -2.872 3.494 -2.364 -0.1 0.0 -0.1 0.042
H -4.168 2.597 -3.191 0.1 0.0 0.1 0.052
H -2.550 2.746 -3.927 -0.1 0.0 0.0 0.029
H -3.230 -1.325 -2.902 0.0 -0.1 0.0 0.013
H -2.770 -0.282 -4.261 0.0 0.0 0.0 0.033
H -4.320 -0.111 -3.463 0.0 0.1 0.0 0.063
H 1.232 -0.689 3.934 -0.1 0.0 0.0 0.088
H -0.312 -2.430 4.777 0.0 0.0 0.0 0.120
H -2.548 -2.715 3.655 0.0 0.0 0.0 0.113
H -2.985 -1.390 1.597 0.1 0.0 0.0 0.108
H 1.988 2.482 4.805 -0.1 0.0 0.0 0.023
H 0.855 1.243 5.371 0.0 0.0 0.0 0.037
H 0.519 2.949 5.660 0.0 -0.1 -0.1 0.051
H 0.931 4.589 2.565 0.0 0.0 0.0 0.023
H -0.365 4.798 3.744 0.0 0.0 -0.1 0.050
H -0.764 4.440 2.065 0.1 0.0 0.1 0.025
H -1.898 1.038 4.314 0.0 0.0 0.0 0.041
H -2.446 1.892 2.863 0.0 0.0 0.1 0.019
H -2.253 2.769 4.385 0.0 -0.1 0.0 0.050
H 3.200 -0.830 3.008 0.1 0.2 0.0 0.025
H 3.032 0.490 4.190 0.1 0.0 0.0 0.026
H 4.418 0.446 3.102 0.0 0.0 0.0 0.051
H 2.832 -0.333 -0.020 0.2 0.4 0.0 0.004
H 4.283 0.619 0.298 -0.1 0.0 0.0 0.057
H 2.946 1.342 -0.600 0.1 0.1 0.0 0.011
H 2.991 3.420 3.058 0.0 0.0 -0.1 0.026
H 2.794 3.711 1.327 0.0 0.0 -0.1 0.020
H 4.266 2.964 1.934 -0.1 0.0 0.0 0.049
O 0.508 -3.432 -4.770 -0.5 0.4 0.4 -0.360
Se -0.795 -2.580 -4.330 -0.2 -0.4 -1.0 1.012
O -1.934 -2.378 -5.424 0.5 0.0 0.6 -0.329
O -1.334 -3.030 -2.773 -0.2 0.5 -0.3 -0.497
O -0.245 -1.102 -3.567 0.0 0.0 -0.4 -0.513